Computed, not measured: a molecular structure, C5H3O6W at a distorted geometry, with wB97M-V/def2-TZVPD.

Output
* total charge: +3
* E_LUMO (alpha / beta): -18.67 / -17.92 eV
* ⟨S²⟩: 2.352
* Kohn-Sham gap (alpha / beta): 0.14528 / 0.22050 Eh
* E: -709.2951 a.u.
* spin multiplicity: 3

Geometry (Å):
O  0.1681  0.8209  -4.8894
C  0.3276  0.7557  -3.7636
W  0.3526  -0.4134  -0.3028
C  -0.4331  -1.8661  0.9218
O  -0.9218  -2.6999  1.5835
C  1.2418  0.9168  0.9103
O  1.7767  1.7209  1.5691
C  -1.3177  0.5461  -0.8999
O  -2.2478  1.1909  -1.1950
C  1.9050  -1.2343  -1.2846
O  2.8623  -1.7147  -1.7840
H  1.0190  1.0127  -1.1128
O  -1.3972  0.3416  3.0562
H  -2.3476  0.2990  3.2423
H  -0.9876  0.3237  3.9487

Here are the Löwdin charges for atoms 1 to 2, given in e: O 0.16; C 0.07



Computed, not measured: a molecular structure, C5H4, with wB97M-V/def2-TZVPD.

Output
* E_LUMO: 0.70 eV
* Kohn-Sham gap: 0.38200 Eh
* energy relative to the best compared isomer or geometry (same formula, charge and spin): 187.20 kJ/mol
* E: -192.7228 a.u.
* spin multiplicity: 1

Geometry (Å):
C  1.2731  0.1606  -1.3874
C  0.3707  -0.0037  -0.2561
C  -0.3823  -0.1419  0.6753
C  -1.2968  -0.2786  1.7141
C  -2.0540  -0.4541  2.7165
H  1.3058  1.2069  -1.7058
H  0.9466  -0.4524  -2.2328
H  2.2840  -0.1475  -1.1058
H  -2.4471  0.1108  1.5818

Here are the Löwdin charges for atoms 1 to 2, given in e: C -0.09; C -0.05



Computed, not measured: 14 unconnected molecules or ions with the total composition C5H40N2O14 at a distorted geometry, with wB97M-V/def2-TZVPD.

Output
* total charge: +2
* E_LUMO: -5.04 eV
* Kohn-Sham gap: 0.32777 Eh
* energy relative to the best compared isomer or geometry (same formula, charge and spin): 477.34 kJ/mol
* E: -1376.7656 a.u.
* spin multiplicity: 1

Geometry (Å):
C  -2.0361  1.4464  -1.7066
C  -0.5785  1.7324  -1.4220
C  0.0597  0.9483  -0.3445
C  1.0648  1.2617  0.4787
N  1.5891  0.2814  1.3503
C  3.0723  0.4795  1.7526
N  -2.3116  0.1327  -2.3516
H  -2.6355  1.4086  -0.7008
H  -2.4174  2.2039  -2.4073
H  0.0119  1.8179  -2.4118
H  -0.5645  2.7816  -1.0490
H  -0.2379  -0.1718  -0.4291
H  1.3277  2.3513  0.5389
H  1.5713  -0.6514  0.8821
H  3.5702  -0.2136  2.3991
H  3.1422  1.3585  2.4423
H  -1.8699  0.1181  -3.3159
H  -1.8832  -0.6258  -1.7776
H  -3.2871  -0.0555  -2.4250
H  0.2884  4.1546  2.3404
H  1.7259  4.4012  1.6574
O  0.9145  3.9363  1.6226
H  0.4855  0.6099  3.1236
H  0.0601  -0.9869  2.8293
O  -0.0772  -0.1532  3.4293
H  -2.7686  0.2088  2.4765
H  -4.4208  0.3346  1.0364
O  -3.8280  -0.3186  1.4233
H  -3.1443  -2.1288  3.2206
H  -1.9290  -2.8175  2.6187
O  -2.2678  -1.9491  2.8644
H  -3.7469  -0.9237  0.6494
H  -2.1411  -2.1244  0.6924
O  -2.7571  -2.1120  -0.0259
H  1.7563  -2.2201  -1.1769
H  3.8187  -2.0341  -1.4065
O  3.3444  -1.2108  -1.4333
H  -0.4173  -1.3171  -4.8691
H  0.4133  -0.7409  -3.7092
O  -0.4950  -0.7503  -4.0732
H  1.2076  -2.6725  2.3123
H  1.0458  -3.5045  -0.6382
O  0.9471  -2.5572  -0.7482
H  2.5846  0.0874  -2.5757
H  2.3042  0.3531  -3.9787
O  1.8652  0.4041  -3.1144
H  2.3414  2.9994  -1.2231
H  1.7223  4.4589  -0.9650
O  2.5513  3.9800  -1.1452
H  -0.8408  -1.7355  -3.0619
H  -2.3891  -2.4404  -0.8424
O  -1.1216  -2.1088  -2.2479
H  -1.5141  0.1073  3.3381
H  -2.8297  -0.1615  4.0189
O  -2.5092  0.5481  3.4374
H  -0.3020  -2.2947  -1.7136
H  0.4956  -2.8097  3.7389
O  0.3700  -2.6628  2.7693
H  3.6640  -0.3867  -1.0674
H  4.2965  1.3407  0.4188
O  3.7095  0.5929  0.4951

Here are the Löwdin charges for atoms 1 to 2, given in e: C -0.16; C -0.22



Computed, not measured: 17 unconnected molecules or ions with the total composition C5H40O16 at a distorted geometry, with wB97M-V/def2-TZVPD.

Output
* E_LUMO: -0.40 eV
* Kohn-Sham gap: 0.33253 Eh
* energy relative to the best compared isomer or geometry (same formula, charge and spin): 96.04 kJ/mol
* E: -1418.2775 a.u.
* spin multiplicity: 1

Geometry (Å):
C  4.2681  -1.8646  -0.4587
C  3.6080  -0.6901  0.1956
C  4.1785  0.4615  0.4689
C  1.0669  -0.5719  0.0175
C  2.1801  -1.1523  0.4889
H  5.3523  -1.6705  -0.5915
H  3.8675  -2.0317  -1.4738
H  3.9864  -2.7678  0.1190
H  5.2544  0.6130  0.3960
H  3.6881  1.4106  0.7345
H  1.0142  0.0928  -0.8376
H  0.1475  -1.1313  0.2195
H  2.1057  -1.9185  1.2184
H  -1.3565  -0.7123  3.0400
H  -1.6588  -2.0844  2.4746
O  -1.4147  -1.6419  3.3137
H  -0.2732  -0.8991  -2.6363
H  -0.6904  -1.1214  -4.0413
O  -0.0417  -0.6078  -3.5332
H  1.0648  2.5494  -0.0460
H  1.4678  3.8082  0.7329
O  1.8283  3.0211  0.3168
H  1.4341  0.7041  3.1929
H  1.3079  -0.1250  4.5477
O  1.1959  0.8001  4.1272
H  -4.7746  -1.7750  1.8657
H  -5.1433  -0.9332  0.5270
O  -4.5329  -1.0660  1.2581
H  0.0234  -1.5447  5.4712
H  0.2714  -1.7556  4.0515
O  0.7927  -1.6748  4.8810
H  -1.4324  2.2398  -2.6973
H  -2.9718  2.7370  -2.9887
O  -2.3768  2.3668  -2.3314
H  -0.2688  0.9367  3.8812
H  -1.5636  1.3539  4.7845
O  -1.3089  0.9201  3.9604
H  -1.6759  3.2405  -0.6637
H  -1.0013  2.5974  0.5690
O  -0.8141  3.0460  -0.2817
H  -1.8241  1.6546  2.4940
H  -3.0611  1.3154  1.7915
O  -2.3370  1.9474  1.7011
H  0.0709  1.0266  -3.4342
H  0.9606  2.1540  -2.9205
O  0.0553  1.9982  -3.2749
H  2.9666  -0.5469  -4.6660
H  1.6429  -1.2153  -4.1492
O  2.3645  -1.2865  -4.8012
H  -3.4191  -2.6565  -1.6019
H  -2.6384  -1.3467  -2.0386
O  -2.5514  -2.2741  -1.7570
H  -3.0250  -2.3082  1.1265
H  -2.1438  -2.1296  -0.0731
O  -2.1345  -2.5576  0.8233
H  -3.8195  -0.2054  -2.0816
H  -2.7631  0.8106  -2.6059
O  -3.0151  -0.1670  -2.6184
H  2.6586  0.2577  -2.6509
H  2.8153  1.3217  -1.3587
O  2.3930  1.0487  -2.1769

Here are the Löwdin charges for atoms 1 to 2, given in e: C -0.07; C -0.38



Computed, not measured: 14 unconnected molecules or ions with the total composition C5H41N2O13S, with wB97M-V/def2-TZVPD.

Output
* total charge: +1
* E_LUMO: -2.19 eV
* Kohn-Sham gap: 0.33717 Eh
* energy relative to the best compared isomer or geometry (same formula, charge and spin): 0.00 kJ/mol
* E: -1700.8493 a.u.
* spin multiplicity: 1

Geometry (Å):
N  1.5207  -1.2586  -0.4135
C  0.4725  -0.4727  -1.1314
C  -0.2494  -1.3824  -2.1215
C  -1.5685  -0.8089  -2.6070
S  -2.4288  -1.9727  -3.7113
C  1.1106  0.7525  -1.7960
N  1.1452  1.9087  -0.9001
C  1.3856  3.1668  -1.6264
H  2.1859  -1.7121  -1.0780
H  2.0357  -0.6867  0.3028
H  1.0542  -2.0274  0.0747
H  -0.2230  -0.1392  -0.3662
H  -0.4418  -2.3492  -1.6525
H  0.4163  -1.5979  -2.9577
H  -2.2286  -0.5568  -1.7829
H  -1.4233  0.1056  -3.1746
H  -3.3802  -2.3780  -2.8592
H  2.0984  0.4635  -2.1674
H  0.5099  1.0369  -2.6525
H  1.8644  1.8233  -0.1816
H  2.2811  3.1063  -2.2510
H  1.4855  3.9831  -0.9166
H  0.5300  3.3725  -2.2646
H  2.0804  -0.1993  2.4527
H  2.8927  0.8829  1.7070
O  2.7206  -0.0838  1.7200
H  0.0006  0.1827  3.4859
H  0.7903  -0.7353  4.5179
O  0.6601  -0.5461  3.5818
H  0.6841  4.4469  2.5484
H  1.9433  5.0829  3.2252
O  1.6399  4.6171  2.4418
H  0.2548  -4.8272  -2.8636
H  0.6525  -4.5096  -1.3914
O  1.0054  -4.6277  -2.2954
H  -2.1071  0.7230  3.0719
H  -1.1649  1.4751  2.1132
O  -1.3128  1.2929  3.0703
H  -2.6921  1.4311  -0.0273
H  -4.2297  1.4922  -0.2598
O  -3.4885  0.8778  -0.1631
H  -3.9609  -1.0966  2.3428
H  -3.3634  -0.1459  1.2316
O  -3.1623  -0.6263  2.0724
H  2.0988  -3.3240  -2.6041
H  3.5834  -2.8542  -2.7457
O  2.6906  -2.5352  -2.5832
H  -1.6579  4.6350  3.3217
H  -1.1569  3.1494  3.2132
O  -1.0637  4.0461  2.8410
H  0.3734  -4.8525  0.9443
H  -0.3176  -3.4530  0.7970
O  0.2313  -4.1224  0.3350
H  3.9631  2.9962  1.1499
H  2.5679  3.3324  1.7367
O  3.0886  2.6220  1.2949
H  -0.2064  -1.5888  2.2942
H  -1.6490  -1.5747  1.7084
O  -0.7471  -1.9191  1.5528
H  -1.1354  3.1425  0.9059
H  -0.3681  2.1730  -0.0695
O  -1.1974  2.2658  0.4923

Here are the Löwdin charges for atoms 1 to 2, given in e: N 0.20; C -0.28